Molecular formula: C60H150N10O20
Method: DFT, the ωB97M-V functional and the def2-TZVPD basis

SMILES: COCCNCCOC.COCCNCCOC.COCCNCCOC.COCCNCCOC.COCCNCCOC.COCCNCCOC.COCCNCCOC.COCCNCCOC.COCCNCCOC.COCCNCCOC
gap between HOMO and LUMO: 8.8 eV
relative energy (zero: lowest compared OMol25 entry of this formula, charge and spin): 97.01 kcal per mole
HOMO: -0.3012 hartree
2S+1: 1

Each atom is followed by the atoms it is bonded to, with distances in Å.
Atoms and positions in Å:
1 C 15.204 17.991 23.712  O2 1.473, H10 1.134, H11 1.084, H12 1.092
2 O 15.708 19.163 22.975  C1 1.473, C3 1.416
3 C 17.122 19.226 23.012  O2 1.416, C4 1.563, H13 1.090, H14 1.066
4 C 17.615 20.205 21.899  C3 1.563, N5 1.488, H15 1.135, H16 1.094
5 N 17.335 21.638 22.183  C4 1.488, C6 1.498, H17 1.027
6 C 17.832 22.564 21.116  N5 1.498, C7 1.493, H18 1.087, H19 1.089
7 C 19.163 23.150 21.453  C6 1.493, O8 1.460, H20 1.092, H21 1.078
8 O 20.241 22.194 21.220  C7 1.460, C9 1.409
9 C 21.509 22.779 21.027  O8 1.409, H22 1.068, H23 1.094, H24 1.146
10 H 14.073 17.969 23.641  C1 1.134
11 H 15.436 17.982 24.771  C1 1.084
12 H 15.609 17.085 23.256  C1 1.092
13 H 17.531 18.217 22.946  C3 1.090
14 H 17.420 19.575 23.975  C3 1.066
15 H 17.115 19.888 20.930  C4 1.135
16 H 18.706 20.151 21.832  C4 1.094
17 H 16.333 21.791 22.351  N5 1.027
18 H 17.168 23.424 21.113  C6 1.087
19 H 17.772 22.046 20.159  C6 1.089
20 H 19.090 23.449 22.500  C7 1.092
21 H 19.345 24.014 20.834  C7 1.078
22 H 22.180 21.957 20.904  C9 1.068
23 H 21.693 23.388 21.917  C9 1.094
24 H 21.518 23.365 20.042  C9 1.146
25 C 19.049 15.674 11.620  O26 1.400, H34 1.054, H35 1.085, H36 1.094
26 O 19.997 16.694 11.762  C25 1.400, C27 1.400
27 C 21.277 16.340 11.322  O26 1.400, C28 1.515, H37 1.153, H38 1.095
28 C 22.131 17.587 11.405  C27 1.515, N29 1.444, H39 1.083, H40 1.106
29 N 22.157 18.202 12.711  C28 1.444, C30 1.444, H41 1.012
30 C 23.024 19.352 12.808  N29 1.444, C31 1.514, H42 1.054, H43 1.112
31 C 22.761 20.498 11.854  C30 1.514, O32 1.387, H44 1.120, H45 1.082
32 O 21.556 21.134 12.113  C31 1.387, C33 1.397
33 C 21.256 22.082 11.132  O32 1.397, H46 1.061, H47 1.084, H48 1.133
34 H 18.356 15.962 12.361  C25 1.054
35 H 19.455 14.670 11.680  C25 1.085
36 H 18.718 15.955 10.616  C25 1.094
37 H 21.291 15.970 10.230  C27 1.153
38 H 21.622 15.460 11.876  C27 1.095
39 H 21.827 18.218 10.578  C28 1.083
40 H 23.168 17.313 11.133  C28 1.106
41 H 21.266 18.451 13.121  N29 1.012
42 H 24.035 19.070 12.707  C30 1.054
43 H 22.926 19.777 13.831  C30 1.112
44 H 22.743 20.091 10.811  C31 1.120
45 H 23.492 21.295 11.888  C31 1.082
46 H 20.416 22.650 11.444  C33 1.061
47 H 21.192 21.522 10.206  C33 1.084
48 H 22.151 22.763 10.995  C33 1.133
49 C 14.102 19.354 13.345  O50 1.399, H58 1.098, H59 1.092, H60 1.106
50 O 14.101 18.250 12.487  C49 1.399, C51 1.453
51 C 12.779 17.745 12.161  O50 1.453, C52 1.579, H61 1.069, H62 1.098
52 C 12.979 16.425 11.317  C51 1.579, N53 1.464, H63 1.080, H64 1.086
53 N 13.697 15.363 12.024  C52 1.464, C54 1.423, H65 1.000
54 C 13.033 14.851 13.174  N53 1.423, C55 1.559, H66 1.077, H67 1.111
55 C 13.776 13.586 13.702  C54 1.559, O56 1.434, H68 1.108, H69 1.104
56 O 15.105 13.921 14.124  C55 1.434, C57 1.409
57 C 15.225 14.068 15.520  O56 1.409, H70 1.150, H71 1.040, H72 1.053
58 H 13.862 19.107 14.387  C49 1.098
59 H 13.391 20.148 13.107  C49 1.092
60 H 15.117 19.782 13.252  C49 1.106
61 H 12.057 18.450 11.808  C51 1.069
62 H 12.298 17.351 13.067  C51 1.098
63 H 13.470 16.686 10.391  C52 1.080
64 H 12.031 16.013 10.985  C52 1.086
65 H 14.680 15.482 12.164  N53 1.000
66 H 12.003 14.656 12.925  C54 1.077
67 H 12.936 15.578 14.008  C54 1.111
68 H 13.920 12.918 12.830  C55 1.108
69 H 13.238 13.080 14.522  C55 1.104
70 H 14.536 14.913 15.883  C57 1.150
71 H 16.231 14.283 15.674  C57 1.040
72 H 14.835 13.233 16.031  C57 1.053
73 C 19.052 24.134 17.614  O74 1.441, H82 1.143, H83 1.100, H84 1.082
74 O 20.437 23.755 17.733  C73 1.441, C75 1.460
75 C 21.302 24.905 17.483  O74 1.460, C76 1.532, H85 1.130, H86 1.084
76 C 22.730 24.435 17.189  C75 1.532, N77 1.429, H87 1.082, H88 1.141
77 N 23.248 23.658 18.269  C76 1.429, C78 1.424, H89 1.000
78 C 24.584 23.203 18.080  N77 1.424, C79 1.488, H90 1.108, H91 1.149
79 C 25.036 22.348 19.211  C78 1.488, O80 1.441, H92 1.074, H93 1.111
80 O 24.043 21.304 19.231  C79 1.441, C81 1.420
81 C 24.314 20.264 20.158  O80 1.420, H94 1.105, H95 1.070, H96 1.092
82 H 18.928 24.637 16.595  C73 1.143
83 H 18.694 24.765 18.442  C73 1.100
84 H 18.408 23.266 17.589  C73 1.082
85 H 21.270 25.619 18.358  C75 1.130
86 H 20.954 25.547 16.681  C75 1.084
87 H 23.358 25.298 17.010  C76 1.082
88 H 22.633 23.814 16.237  C76 1.141
89 H 22.676 22.901 18.587  N77 1.000
90 H 25.209 24.119 18.079  C78 1.108
91 H 24.722 22.627 17.096  C78 1.149
92 H 25.035 22.916 20.123  C79 1.074
93 H 26.048 21.955 18.973  C79 1.111
94 H 25.207 19.669 19.897  C81 1.105
95 H 23.391 19.728 20.243  C81 1.070
96 H 24.423 20.600 21.191  C81 1.092
97 C 21.709 20.739 23.605  O98 1.446, H106 1.146, H107 1.065, H108 1.081
98 O 22.136 19.786 24.606  C97 1.446, C99 1.361
99 C 21.181 18.838 24.812  O98 1.361, C100 1.500, H109 1.097, H110 1.108
100 C 21.894 17.804 25.632  C99 1.500, N101 1.478, H111 1.109, H112 1.078
101 N 21.285 16.463 25.520  C100 1.478, C102 1.439, H113 1.025
102 C 21.447 15.472 26.551  N101 1.439, C103 1.500, H114 1.039, H115 1.126
103 C 20.842 14.132 26.253  C102 1.500, O104 1.425, H116 1.060, H117 1.053
104 O 21.294 13.640 24.995  C103 1.425, C105 1.431
105 C 20.985 12.251 24.846  O104 1.431, H118 1.070, H119 1.103, H120 1.069
106 H 20.792 21.339 23.941  C97 1.146
107 H 21.337 20.271 22.723  C97 1.065
108 H 22.492 21.469 23.456  C97 1.081
109 H 20.909 18.396 23.845  C99 1.097
110 H 20.284 19.175 25.368  C99 1.108
111 H 21.816 18.189 26.670  C100 1.109
112 H 22.960 17.900 25.503  C100 1.078
113 H 21.443 16.010 24.614  N101 1.025
114 H 20.995 15.684 27.462  C102 1.039
115 H 22.528 15.367 26.848  C102 1.126
116 H 19.789 14.225 26.193  C103 1.060
117 H 21.045 13.474 27.049  C103 1.053
118 H 19.965 12.076 25.115  C105 1.070
119 H 21.705 11.673 25.450  C105 1.103
120 H 21.086 12.036 23.804  C105 1.069
121 C 19.894 15.324 15.346  O122 1.447, H130 1.071, H131 1.055, H132 1.087
122 O 18.535 15.603 15.754  C121 1.447, C123 1.389
123 C 18.608 16.192 17.010  O122 1.389, C124 1.495, H133 1.091, H134 1.091
124 C 17.305 16.192 17.743  C123 1.495, N125 1.455, H135 1.092, H136 1.062
125 N 17.313 14.988 18.558  C124 1.455, C126 1.469, H137 1.003
126 C 15.996 14.574 19.059  N125 1.469, C127 1.530, H138 1.066, H139 1.088
127 C 16.125 13.675 20.290  C126 1.530, O128 1.413, H140 1.123, H141 1.087
128 O 16.417 12.326 19.988  C127 1.413, C129 1.397
129 C 15.972 11.398 20.934  O128 1.397, H142 1.053, H143 1.106, H144 1.100
130 H 20.561 16.155 15.456  C121 1.071
131 H 19.931 15.013 14.340  C121 1.055
132 H 20.261 14.444 15.868  C121 1.087
133 H 18.929 17.225 16.875  C123 1.091
134 H 19.366 15.651 17.579  C123 1.091
135 H 16.515 16.287 16.995  C124 1.092
136 H 17.204 17.010 18.414  C124 1.062
137 H 17.713 14.235 18.030  N125 1.003
138 H 15.389 14.098 18.322  C126 1.066
139 H 15.443 15.453 19.381  C126 1.088
140 H 15.092 13.709 20.730  C127 1.123
141 H 16.733 14.231 20.998  C127 1.087
142 H 16.200 10.405 20.669  C129 1.053
143 H 14.872 11.477 21.017  C129 1.106
144 H 16.456 11.574 21.905  C129 1.100
145 C 14.069 26.771 18.296  O146 1.395, H154 1.072, H155 1.125, H156 1.073
146 O 14.347 25.563 17.656  C145 1.395, C147 1.402
147 C 14.844 24.604 18.550  O146 1.402, C148 1.420, H157 1.093, H158 1.173
148 C 14.887 23.360 17.865  C147 1.420, N149 1.457, H159 1.129, H160 1.137
149 N 15.697 23.449 16.658  C148 1.457, C150 1.435, H161 1.057
150 C 15.764 22.264 15.851  N149 1.435, C151 1.475, H162 1.101, H163 1.099
151 C 16.504 22.430 14.586  C150 1.475, O152 1.432, H164 1.068, H165 1.076
152 O 15.714 23.083 13.585  C151 1.432, C153 1.411
153 C 16.432 23.328 12.396  O152 1.411, H166 1.089, H167 1.100, H168 1.093
154 H 13.872 27.491 17.526  C145 1.072
155 H 15.025 27.043 18.821  C145 1.125
156 H 13.286 26.740 19.028  C145 1.073
157 H 14.275 24.551 19.482  C147 1.093
158 H 15.889 25.012 18.893  C147 1.173
159 H 13.902 22.848 17.661  C148 1.129
160 H 15.440 22.650 18.561  C148 1.137
161 H 15.474 24.332 16.122  N149 1.057
162 H 14.794 21.824 15.575  C150 1.101
163 H 16.307 21.506 16.433  C150 1.099
164 H 16.900 21.501 14.240  C151 1.068
165 H 17.382 22.990 14.858  C151 1.076
166 H 17.290 23.967 12.601  C153 1.089
167 H 15.681 23.844 11.780  C153 1.100
168 H 16.822 22.427 11.916  C153 1.093
169 C 14.994 19.062 18.937  O170 1.447, H178 1.109, H179 1.122, H180 1.084
170 O 14.179 18.115 18.205  C169 1.447, C171 1.411
171 C 13.261 17.544 19.112  O170 1.411, C172 1.508, H181 1.090, H182 1.151
172 C 12.412 16.516 18.408  C171 1.508, N173 1.520, H183 1.051, H184 1.112
173 N 11.412 17.248 17.527  C172 1.520, C174 1.506, H185 1.014
174 C 11.922 17.523 16.138  N173 1.506, C175 1.441, H186 1.114, H187 1.137
175 C 10.841 18.085 15.368  C174 1.441, O176 1.424, H188 1.101, H189 1.111
176 O 9.796 17.123 15.279  C175 1.424, C177 1.439
177 C 8.648 17.517 14.505  O176 1.439, H190 1.054, H191 1.080, H192 1.086
178 H 15.337 18.586 19.877  C169 1.109
179 H 14.384 19.982 19.137  C169 1.122
180 H 15.799 19.262 18.239  C169 1.084
181 H 12.586 18.300 19.512  C171 1.090
182 H 13.763 17.041 20.017  C171 1.151
183 H 11.859 15.997 19.135  C172 1.051
184 H 12.991 15.727 17.882  C172 1.112
185 H 10.616 16.635 17.392  N173 1.014
186 H 12.371 16.647 15.617  C174 1.114
187 H 12.771 18.265 16.287  C174 1.137
188 H 11.282 18.487 14.443  C175 1.101
189 H 10.413 18.971 15.885  C175 1.111
190 H 8.097 18.163 15.131  C177 1.054
191 H 8.104 16.627 14.225  C177 1.080
192 H 8.927 18.084 13.622  C177 1.086
193 C 17.988 18.240 13.841  O194 1.434, H202 1.115, H203 1.129, H204 1.113
194 O 19.061 18.472 14.763  C193 1.434, C195 1.379
195 C 19.478 19.786 14.762  O194 1.379, C196 1.512, H205 1.153, H206 1.133
196 C 20.300 20.076 15.998  C195 1.512, N197 1.497, H207 1.100, H208 1.135
197 N 19.292 20.256 17.090  C196 1.497, C198 1.422, H209 0.983
198 C 19.843 20.394 18.393  N197 1.422, C199 1.518, H210 1.076, H211 1.108
199 C 20.304 19.151 19.132  C198 1.518, O200 1.415, H212 1.096, H213 1.048
200 O 19.259 18.302 19.568  C199 1.415, C201 1.398
201 C 19.682 17.142 20.224  O200 1.398, H214 1.114, H215 1.139, H216 1.137
202 H 17.556 17.256 14.141  C193 1.115
203 H 18.397 18.285 12.790  C193 1.129
204 H 17.199 18.992 14.065  C193 1.113
205 H 18.605 20.540 14.786  C195 1.153
206 H 20.007 20.065 13.800  C195 1.133
207 H 20.845 21.021 15.860  C196 1.100
208 H 20.978 19.177 16.136  C196 1.135
209 H 18.621 19.538 17.116  N197 0.983
210 H 19.147 20.895 19.044  C198 1.076
211 H 20.669 21.133 18.412  C198 1.108
212 H 20.826 19.438 20.053  C199 1.096
213 H 20.943 18.537 18.574  C199 1.048
214 H 19.981 17.333 21.280  C201 1.114
215 H 20.530 16.631 19.662  C201 1.139
216 H 18.747 16.505 20.350  C201 1.137
217 C 23.561 17.140 15.879  O218 1.369, H226 1.109, H227 1.109, H228 1.102
218 O 23.722 15.832 15.508  C217 1.369, C219 1.429
219 C 24.181 15.674 14.164  O218 1.429, C220 1.497, H229 1.107, H230 1.127
220 C 23.965 14.257 13.734  C219 1.497, N221 1.476, H231 1.101, H232 1.114
221 N 22.532 13.921 13.855  C220 1.476, C222 1.487, H233 1.026
222 C 22.253 12.521 13.442  N221 1.487, C223 1.509, H234 1.118, H235 1.106
223 C 20.856 12.089 13.817  C222 1.509, O224 1.359, H236 1.073, H237 1.093
224 O 20.695 12.146 15.165  C223 1.359, C225 1.408
225 C 19.393 11.790 15.569  O224 1.408, H238 1.088, H239 1.102, H240 1.122
226 H 24.516 17.700 15.811  C217 1.109
227 H 23.124 17.273 16.889  C217 1.109
228 H 22.875 17.615 15.158  C217 1.102
229 H 25.266 15.898 14.169  C219 1.107
230 H 23.670 16.444 13.519  C219 1.127
231 H 24.506 13.456 14.263  C220 1.101
232 H 24.235 14.273 12.653  C220 1.114
233 H 22.343 13.976 14.862  N221 1.026
234 H 23.107 11.876 13.765  C222 1.118
235 H 22.272 12.512 12.336  C222 1.106
236 H 20.553 11.132 13.438  C223 1.073
237 H 20.214 12.809 13.306  C223 1.093
238 H 19.369 11.857 16.655  C225 1.088
239 H 19.154 10.739 15.337  C225 1.102
240 H 18.603 12.495 15.197  C225 1.122

Löwdin atomic charge list, values in e, 2 entries: atom 1 (C): -0.080, atom 2 (O): -0.211